Entry 1:
123
Properties=species:S:1:pos:R:3:forces:R:3:lowdin_charge:R:1 method="wB97M-V/def2-TZVPD" charge=-1 gap_ev=10.6969 e_above_lowest_kj_mol=67.89 e_homo_ev=-9.3
O 0.93620 18.99464 -4.32277 -0.27 0.25 -0.05 0.14
C 0.36440 19.52855 -3.40759 0.89 -0.30 -0.85 -0.41
O 0.83442 19.65104 -2.20270 -0.19 -0.05 1.37 0.21
B -0.24584 20.18999 -1.29368 0.30 1.26 -1.21 -0.84
O -1.42797 20.33963 -2.17001 0.90 0.05 0.30 0.22
C -1.05108 20.06993 -3.42497 -1.47 -1.31 0.04 -0.36
O -1.79710 19.96026 -4.35368 0.08 0.71 -0.19 0.16
O 0.24673 21.52871 -0.82791 -0.17 -0.03 0.12 0.21
C 0.66239 21.41497 0.41572 0.06 -0.81 -0.55 -0.38
O 1.27437 22.21254 1.06302 0.03 0.23 0.14 0.15
C 0.28046 19.96512 0.85526 0.47 0.97 1.68 -0.38
O -0.40599 19.39364 -0.09640 -0.25 -0.64 -0.61 0.26
O 0.56044 19.50942 1.93089 -0.09 -0.40 -0.25 0.14
C -0.07983 15.82633 2.23157 -0.33 -0.38 -0.26 -0.14
C -0.43198 15.62599 3.70523 0.51 -0.61 0.51 -0.14
O 0.79409 15.32080 4.39539 1.60 0.40 -0.97 -0.22
S 2.02769 14.89769 3.36582 -1.36 -1.97 0.98 0.69
O 2.21452 13.47329 3.57944 0.05 2.27 -0.71 -0.23
O 3.13894 15.79795 3.49295 -1.16 -0.40 -0.29 -0.24
O 1.16815 15.12677 2.00146 0.78 0.44 1.02 -0.20
H -0.06169 16.87002 1.92106 0.54 0.06 0.13 0.11
H -0.78405 15.29925 1.59241 -0.14 0.09 0.04 0.13
H -1.06006 14.74922 3.85496 -0.26 0.13 -0.13 0.13
H -0.83597 16.48854 4.22785 -0.22 0.12 -0.37 0.13
C 0.48038 21.11108 -7.81074 -1.30 -0.01 0.50 -0.15
C -1.05934 21.28902 -7.56147 1.88 -1.62 -1.37 -0.17
O -1.21861 22.62634 -7.13817 -0.20 0.52 0.20 -0.18
S 0.06976 23.55332 -7.40908 0.47 -0.57 -1.76 0.65
O 0.70285 23.85867 -6.17509 -0.23 -0.03 0.16 -0.22
O -0.21054 24.59246 -8.35920 -0.03 -0.90 1.04 -0.23
O 0.91296 22.41053 -8.21393 -0.28 0.72 0.85 -0.19
H 0.67620 20.44231 -8.64179 0.08 -0.07 0.08 0.13
H 0.89480 20.72654 -6.87806 0.72 0.39 -0.12 0.12
H -1.35972 20.51042 -6.86436 -0.36 0.67 0.60 0.11
H -1.50193 21.03420 -8.52555 -0.71 0.85 0.05 0.12
C 3.68358 17.21450 -0.05397 -2.50 -0.50 0.73 -0.15
C 2.32256 16.91216 -0.74566 1.21 1.35 -0.69 -0.15
O 2.47621 15.55729 -1.16922 0.08 -0.91 -0.12 -0.21
S 4.02490 15.02431 -1.14313 -0.28 -0.24 0.94 0.66
O 4.39364 14.48650 -2.41275 -0.40 1.12 0.56 -0.20
O 4.27602 14.20070 0.00803 -0.64 0.77 -0.65 -0.22
O 4.59329 16.49307 -0.84813 1.11 -0.43 -0.46 -0.18
H 3.50614 16.79755 0.94197 1.03 -0.14 0.20 0.11
H 3.93200 18.26553 0.03932 0.26 -0.03 -0.42 0.14
H 2.23306 17.58585 -1.60337 -0.09 -0.40 -0.34 0.10
H 1.42935 17.09230 -0.15200 0.14 -0.57 0.37 0.12
C 2.56347 25.00176 -3.23587 -0.57 1.04 -0.37 -0.19
C 2.27897 23.55334 -2.89043 -1.01 0.61 0.33 -0.16
O 3.36571 22.84121 -3.49999 0.26 -0.37 0.20 -0.20
S 4.57034 23.83826 -3.98241 -2.57 0.13 1.51 0.64
O 4.34561 23.99967 -5.37329 0.97 0.20 -0.12 -0.21
O 5.78551 23.44436 -3.36424 -0.04 0.11 -0.59 -0.22
O 3.96782 25.10222 -3.15875 2.20 -0.59 -0.32 -0.19
H 2.16110 25.76482 -2.57173 -0.11 -0.38 0.23 0.13
H 2.33200 25.32612 -4.25713 -0.65 -0.61 0.06 0.13
H 1.26584 23.26829 -3.18474 0.40 -0.34 -1.07 0.13
H 2.17330 23.35700 -1.81893 1.00 0.13 0.14 0.12
C -4.25870 21.33907 -0.97045 0.32 2.23 -2.22 -0.18
C -4.94149 22.04307 -2.16779 -0.43 0.71 0.51 -0.16
O -6.19677 21.36671 -2.24573 -1.07 -0.37 -0.17 -0.20
S -6.80800 21.31432 -0.77494 0.89 -1.39 -0.55 0.65
O -7.61213 20.13540 -0.64855 0.83 0.81 0.04 -0.23
O -7.35715 22.57125 -0.40861 0.34 0.09 0.22 -0.22
O -5.31917 21.09030 -0.08638 -1.56 -0.48 0.62 -0.18
H -3.63178 22.14791 -0.59056 0.42 -0.65 0.52 0.12
H -3.70053 20.51147 -1.40229 -0.19 -0.55 0.94 0.12
H -4.46979 22.03631 -3.14517 0.18 -0.43 0.16 0.14
H -5.18827 23.07830 -1.90678 0.35 0.04 -0.07 0.12
C 0.53720 25.49220 0.33424 0.32 -1.46 0.10 -0.16
C -0.66611 25.01277 1.12769 0.34 0.33 -0.40 -0.15
O -1.70536 25.71080 0.44150 -1.71 0.49 -0.29 -0.20
S -1.57441 25.41113 -1.13753 1.17 -0.51 2.47 0.67
O -2.16998 26.52079 -1.79687 0.54 -0.69 -0.24 -0.21
O -1.91413 24.03831 -1.43244 0.07 1.46 -0.09 -0.24
O 0.05513 25.47089 -1.00725 -0.58 0.36 -2.15 -0.23
H 1.33656 24.75113 0.38723 0.05 0.11 0.03 0.11
H 0.93251 26.47496 0.58758 -0.41 0.08 0.09 0.14
H -0.54600 25.31244 2.16462 -0.63 -0.07 0.03 0.13
H -0.94772 23.97129 0.96403 0.88 -0.24 0.53 0.12
C 2.48581 18.57752 5.12136 0.94 -0.92 -1.15 -0.18
C 2.15038 17.85248 6.39800 -1.77 -0.01 0.12 -0.18
O 2.04233 18.87728 7.37774 1.53 1.32 0.84 -0.20
S 3.09224 20.13078 7.07211 -0.99 -2.05 -0.10 0.67
O 4.37366 19.84822 7.64872 -0.65 0.02 -0.84 -0.23
O 2.44870 21.35302 7.39287 0.03 -0.26 -0.37 -0.21
O 3.04225 19.82881 5.47409 0.53 1.57 0.94 -0.20
H 1.64210 18.66995 4.43647 -0.10 0.57 0.25 0.12
H 3.26545 18.05401 4.56669 -0.09 -0.10 0.05 0.11
H 2.78013 16.98956 6.61244 0.37 0.43 0.44 0.14
H 1.10947 17.52607 6.37265 0.21 -0.53 -0.28 0.13
C 4.34559 18.85261 -3.80520 -0.66 1.58 0.32 -0.17
C 5.43732 19.94393 -3.70866 -0.49 -0.64 -1.60 -0.18
O 6.55636 19.17987 -3.31683 2.05 -0.35 -0.40 -0.19
S 6.52050 17.67570 -4.02138 -0.70 1.35 -0.86 0.69
O 7.30291 16.79426 -3.21783 -0.69 0.68 -0.51 -0.21
O 6.66980 17.69829 -5.47662 -0.09 0.32 2.73 -0.23
O 4.96500 17.59992 -3.65794 0.27 -1.42 -0.21 -0.22
H 3.80197 18.93207 -4.74285 -0.17 -0.26 0.08 0.13
H 3.71256 19.05928 -2.94239 -0.47 -0.75 -0.17 0.12
H 5.16755 20.76411 -3.04905 0.46 -0.38 0.59 0.11
H 5.56943 20.40429 -4.69222 0.40 -0.11 0.00 0.13
C 3.90894 22.37654 3.32117 0.60 0.51 0.14 -0.16
C 4.47517 23.44271 2.35367 -0.64 -0.26 -0.18 -0.14
O 4.02555 24.71800 2.83704 -0.66 0.32 0.60 -0.20
S 2.94631 24.64405 4.05868 0.74 -0.62 -0.22 0.66
O 1.65194 25.02731 3.59503 0.34 0.12 0.01 -0.24
O 3.47533 25.28322 5.23759 -0.34 -0.94 -1.45 -0.23
O 2.96356 23.03951 4.13252 -0.60 1.34 1.14 -0.20
H 4.71728 22.01432 3.95591 -0.25 -0.49 -0.02 0.13
H 3.29226 21.62655 2.83313 0.62 -0.32 -0.21 0.12
H 4.07049 23.19763 1.37048 -0.05 0.66 -0.13 0.12
H 5.55626 23.52589 2.28908 0.02 -0.34 0.20 0.13
C 1.97704 15.33139 -4.42845 -0.61 0.53 -1.32 -0.14
C 0.89014 15.63540 -5.46603 0.12 0.65 0.35 -0.16
O 1.43158 15.15135 -6.68640 -0.20 -0.89 -1.21 -0.20
S 2.96308 15.51564 -6.79678 1.03 -0.13 1.09 0.61
O 3.14468 16.83541 -7.29054 -0.21 0.09 -0.24 -0.23
O 3.72822 14.45085 -7.37973 -1.11 0.64 0.62 -0.22
O 3.16168 15.60056 -5.19315 0.68 -0.35 -0.27 -0.21
H 1.94923 14.29403 -4.10346 0.23 0.11 0.31 0.13
H 1.89738 16.09821 -3.66435 0.29 -0.41 0.41 0.12
H 0.80498 16.72151 -5.56311 -0.30 -0.05 0.15 0.11
H -0.07837 15.16800 -5.31306 0.09 -0.07 0.03 0.14

***

Entry 2:
17
Properties=species:S:1:pos:R:3:forces:R:3:nbo_charge:R:1 method="wB97M-V/def2-TZVPD" charge=-1 gap_ev="7.4733 / 7.4741" e_above_lowest_kj_mol=566.19 e_homo_ev="-5.8 / -5.8"
C 1.83930 2.23892 -1.06281 -0.74 -3.07 0.41 0.09
C 1.66824 0.31180 1.03387 -1.93 0.95 0.87 0.75
C -0.29958 0.02454 -0.98145 -2.23 2.11 0.00 -0.22
C 1.11191 0.01198 -0.47927 -0.39 5.29 1.87 0.32
C -1.49758 -1.32984 0.91579 2.34 0.94 0.04 -0.64
C -1.40461 -0.04420 0.06065 -3.00 -2.20 -2.03 -0.40
N 2.13734 3.30095 -1.38507 0.23 1.01 -0.29 -0.59
N 0.19918 -1.19555 -1.61288 -0.54 -1.04 -0.56 -0.05
N 1.41729 -0.98963 -1.33225 1.48 -1.65 -1.58 -0.21
O 2.79091 -0.10044 1.14199 1.71 -0.74 0.20 -0.67
O 0.88454 0.92196 1.80918 0.62 -1.10 -1.66 -0.73
H -0.73748 0.80247 -1.72353 1.86 -1.21 0.84 0.26
H -2.51061 -1.58755 1.12905 -0.48 -0.70 -0.12 0.21
H -0.94554 -1.21531 1.84989 -0.38 0.60 0.35 0.23
H -0.81638 -2.07657 0.48730 -1.08 -0.53 -0.45 0.21
H -1.39194 0.81293 0.62455 0.69 2.00 1.59 0.25
H -2.44498 0.11354 -0.47501 1.85 -0.66 0.54 0.18